[1]
The following is a DFT calculation (the ωB97M-V functional and the def2-TZVPD basis) of a 2-piece molecular cluster, C26H39N4 overall at a distorted geometry.

Properties
Molecular weight, u: 407.6
Net charge: +1
Orbital gap, eV: 4.56
HOMO, eV: -10.0
Maximum force, eV/A: 1.041

Structure (XYZ):
```
69
C26H39N4 the ωB97M-V functional and the def2-TZVPD basis
C 6.662 -3.467 0.138
N 6.067 -2.957 -1.080
C 6.654 -3.479 -2.297
C 4.855 -2.261 -1.073
C 4.833 -0.842 -1.046
C 3.633 -0.162 -1.001
C 2.384 -0.853 -0.976
C 1.143 -0.143 -0.931
C -0.098 -0.768 -1.053
C -1.346 -0.156 -0.999
C -2.584 -0.870 -1.036
C -3.831 -0.175 -1.061
C -5.033 -0.853 -1.082
C -5.055 -2.272 -1.084
N -6.268 -2.963 -1.081
C -6.904 -3.426 -2.297
C -6.900 -3.412 0.141
C -3.831 -2.980 -1.081
C -2.628 -2.297 -1.052
C 2.429 -2.281 -1.011
C 3.628 -2.966 -1.068
H 6.104 -3.116 1.013
H 6.670 -4.567 0.139
H 7.702 -3.121 0.218
H 6.093 -3.136 -3.172
H 7.695 -3.136 -2.384
H 6.662 -4.580 -2.288
H 5.791 -0.313 -1.062
H 3.630 0.932 -0.993
H 1.185 0.943 -0.842
H -0.090 -1.841 -1.235
H -1.397 0.931 -0.950
H -3.829 0.918 -1.066
H -5.990 -0.323 -1.095
H -6.332 -3.101 -3.173
H -6.974 -4.523 -2.305
H -7.923 -3.021 -2.367
H -6.325 -3.079 1.012
H -7.919 -3.006 0.211
H -6.970 -4.510 0.162
H -3.863 -4.072 -1.094
H -1.703 -2.873 -1.037
H 1.505 -2.858 -0.986
H 3.654 -4.058 -1.102
C -1.551 3.940 -0.203
N -1.399 4.337 1.178
C -2.484 5.181 1.634
C -0.074 4.753 1.599
C 0.545 3.755 2.583
C 1.950 4.216 3.003
C 2.713 2.903 3.217
C 2.009 1.869 2.307
N 0.745 2.470 1.980
H -0.826 3.158 -0.470
H -2.570 3.542 -0.322
H -1.424 4.783 -0.910
H -2.431 5.309 2.723
H -2.471 6.186 1.171
H -3.432 4.698 1.373
H 0.607 4.828 0.726
H -0.125 5.732 2.112
H -0.113 3.700 3.480
H 2.392 4.783 2.171
H 1.921 4.867 3.881
H 3.778 3.002 3.005
H 2.592 2.596 4.263
H 2.601 1.711 1.389
H 1.915 0.886 2.795
H -0.049 1.889 1.736
```

***

[2]
The following is a DFT calculation (the ωB97M-V functional and the def2-TZVPD basis) of a 7-piece molecular cluster, C26H39O20 overall at a distorted geometry.

Properties
Molecular weight, u: 671.6
Net charge: -1
Orbital gap, eV: 6.64
HOMO, eV: -5.1
Maximum force, eV/A: 6.073

Structure (XYZ):
```
85
C26H39O20 the ωB97M-V functional and the def2-TZVPD basis
C -0.283 0.768 1.249
C -0.775 0.246 -0.145
O 0.001 -0.513 -0.808
O -1.914 0.557 -0.489
H -0.882 0.329 2.047
H -0.354 1.854 1.289
H 0.743 0.452 1.435
C -4.577 4.628 1.622
C -5.919 4.072 1.158
C -5.986 2.537 1.289
O -7.193 2.293 2.021
C -7.791 3.453 2.385
O -8.791 3.539 3.040
O -6.932 4.450 2.045
H -3.792 4.313 0.934
H -4.394 4.453 2.682
H -4.629 5.716 1.576
H -6.198 4.311 0.132
H -5.110 2.125 1.790
H -5.969 2.068 0.305
C 0.713 -4.335 2.192
C 2.032 -4.569 1.458
C 3.141 -5.295 2.229
O 3.691 -6.085 1.230
C 2.800 -6.361 0.297
O 2.845 -7.287 -0.514
O 1.802 -5.501 0.384
H 0.372 -5.248 2.680
H -0.036 -3.905 1.528
H 0.962 -3.579 2.938
H 2.331 -3.650 0.953
H 2.782 -5.860 3.089
H 3.836 -4.516 2.544
C 7.030 2.877 6.193
C 6.290 2.656 4.878
C 4.997 1.923 4.895
O 4.177 2.833 4.149
C 4.737 4.006 3.917
O 4.218 5.039 3.549
O 6.027 3.938 4.390
H 7.331 1.857 6.432
H 6.335 3.070 7.010
H 7.881 3.554 6.273
H 6.953 2.250 4.114
H 4.538 1.738 5.866
H 5.057 0.931 4.446
C 4.917 -0.714 -1.413
C 4.448 -1.491 -2.676
C 4.209 -0.701 -3.945
O 4.980 -1.280 -4.946
C 5.722 -2.209 -4.388
O 6.540 -2.937 -5.012
O 5.475 -2.363 -3.020
H 5.916 -0.288 -1.501
H 4.954 -1.294 -0.491
H 4.180 0.075 -1.261
H 3.566 -2.057 -2.378
H 4.313 0.377 -3.814
H 3.158 -0.898 -4.157
C -2.582 4.191 -5.077
C -1.254 3.368 -5.008
C -1.243 2.005 -5.601
O -0.093 2.096 -6.465
C 0.368 3.356 -6.528
O 1.363 3.723 -7.194
O -0.325 4.144 -5.720
H -3.453 3.622 -4.749
H -2.909 4.506 -6.067
H -2.722 5.047 -4.417
H -0.827 3.234 -4.014
H -2.193 1.870 -6.118
H -1.136 1.199 -4.874
C -5.236 -2.947 1.278
C -5.258 -3.191 -0.224
C -4.234 -4.141 -0.711
O -4.958 -5.121 -1.413
C -6.305 -4.898 -1.317
O -7.145 -5.618 -1.839
O -6.466 -3.821 -0.564
H -5.127 -3.834 1.903
H -6.093 -2.398 1.669
H -4.343 -2.368 1.512
H -5.125 -2.279 -0.805
H -3.581 -4.498 0.085
H -3.603 -3.601 -1.417
```

***

[3]
The following is a DFT calculation (the ωB97M-V functional and the def2-TZVPD basis) of C26H40As2NO5PdSb as an isolated structure at a distorted geometry.

Properties
Molecular weight, u: 824.6
Net charge: +2
Orbital gap, eV: 3.82
HOMO, eV: -13.9
Maximum force, eV/A: 1.313

Structure (XYZ):
```
76
C26H40As2NO5PdSb the ωB97M-V functional and the def2-TZVPD basis
Pd -1.175 -0.128 -0.090
O 5.134 0.197 -0.835
C 3.867 0.118 -0.363
C 2.828 -0.102 -1.350
C 1.491 -0.279 -1.115
N 0.846 -0.127 0.081
C 1.306 0.119 1.245
C 2.746 0.168 1.581
C 0.228 0.414 2.326
O 0.673 0.700 3.419
O -0.973 0.335 1.916
C 0.526 -0.564 -2.303
O 1.072 -0.721 -3.374
O -0.715 -0.604 -2.017
H 5.196 -0.029 -1.775
H 3.112 -0.183 -2.397
H 2.830 0.250 2.664
C 2.674 4.204 1.183
As 2.446 2.769 -0.124
C 3.846 3.272 -1.390
C 3.503 1.244 0.762
C 4.661 1.734 1.481
C 5.421 1.053 2.401
C 5.491 -0.355 2.494
C 4.806 -1.229 1.686
C 3.618 -0.923 0.918
As 2.831 -2.620 0.190
C 2.979 -3.987 1.555
C 4.131 -3.172 -1.129
H 3.677 4.627 1.189
H 2.395 3.868 2.181
H 1.976 4.988 0.891
H 4.842 3.210 -0.947
H 3.668 4.307 -1.684
H 3.799 2.655 -2.285
H 4.978 2.753 1.284
H 6.171 1.619 2.939
H 6.301 -0.768 3.084
H 5.249 -2.216 1.587
H 4.003 -4.362 1.579
H 2.312 -4.803 1.279
H 2.672 -3.597 2.523
H 5.128 -3.034 -0.700
H 4.015 -2.608 -2.050
H 3.979 -4.229 -1.344
C -4.870 1.775 1.484
C -5.079 0.330 1.050
C -4.873 -0.647 2.200
Sb -3.731 -0.151 -0.559
C -4.134 -2.126 -1.317
C -5.624 -2.452 -1.301
C -3.307 -3.158 -0.554
C -4.022 1.151 -2.251
C -5.495 1.478 -2.473
C -3.166 2.406 -2.114
H -5.576 2.026 2.277
H -5.027 2.485 0.669
H -3.863 1.919 1.883
H -6.076 0.206 0.619
H -3.862 -0.564 2.605
H -5.045 -1.684 1.903
H -5.572 -0.418 3.006
H -3.782 -2.054 -2.349
H -5.989 -2.569 -0.278
H -5.814 -3.393 -1.820
H -6.225 -1.686 -1.795
H -3.520 -3.139 0.517
H -2.235 -2.996 -0.695
H -3.546 -4.161 -0.913
H -3.650 0.540 -3.078
H -5.876 2.127 -1.681
H -6.122 0.585 -2.517
H -5.626 2.009 -3.417
H -3.513 3.038 -1.295
H -3.228 2.996 -3.030
H -2.113 2.165 -1.943
```

***

[4]
The following is a DFT calculation (the ωB97M-V functional and the def2-TZVPD basis) of C26H40AuBClN2O4 as an isolated structure at a distorted geometry.

Properties
Molecular weight, u: 687.8
Net charge: -1
Orbital gap (alpha / beta), eV: 2.53 / 5.29
HOMO (alpha / beta), eV: -0.1 / -2.9
Maximum force, eV/A: 7.698
Spin multiplicity: 3

Structure (XYZ):
```
75
C26H40AuBClN2O4 the ωB97M-V functional and the def2-TZVPD basis
Au 0.375 -0.174 -0.254
Cl 2.482 -0.453 -1.865
N 0.566 2.007 -0.413
N 0.458 -2.402 -0.233
C -0.303 2.724 -1.174
C -0.126 -3.095 -1.235
C 1.714 2.855 -0.087
C 1.118 4.239 -0.217
C 2.780 2.712 -1.172
C 2.281 2.499 1.267
H 2.439 3.210 -2.110
H 2.962 1.628 -1.394
H 3.708 3.197 -0.792
H 1.511 2.578 2.031
H 3.083 3.211 1.474
H 2.685 1.489 1.263
C 1.475 -3.239 0.409
C 1.286 -4.594 -0.294
C 1.215 -3.314 1.923
C 2.864 -2.706 0.199
H 2.998 -2.446 -0.856
H 3.574 -3.482 0.511
H 3.018 -1.797 0.783
H 0.230 -3.772 2.137
H 1.238 -2.299 2.359
H 2.014 -3.924 2.394
O 0.310 -4.342 -1.366
H 0.889 -5.383 0.373
H 2.206 -4.949 -0.777
O -0.070 4.015 -1.146
H 1.737 4.992 -0.685
H 0.722 4.619 0.732
C -1.391 2.114 -1.966
C -1.178 -2.559 -2.132
C -0.650 -1.378 -2.861
H -2.014 -2.205 -1.509
H -1.547 -3.368 -2.796
C -0.362 -0.176 -2.188
C -0.778 1.034 -2.757
H -0.871 -0.517 0.115
C -0.500 1.112 -4.136
C -0.237 -0.078 -4.853
C -0.330 2.462 -4.784
C -0.378 -1.352 -4.240
H 0.074 -0.025 -5.933
C -0.127 -2.621 -4.963
H 0.250 -2.478 -5.967
H -1.009 -3.249 -5.047
H 0.623 -3.217 -4.438
H -1.235 3.085 -4.746
H -0.026 2.411 -5.842
H 0.464 3.048 -4.285
H -1.889 2.914 -2.537
H -2.094 1.663 -1.268
C -0.875 2.175 3.895
C -0.977 0.635 3.760
C -0.606 0.020 5.079
O -0.062 0.202 2.734
B -0.782 0.258 1.528
O -2.133 0.555 1.739
C -2.364 0.236 3.142
C -2.654 -1.269 3.291
C -3.614 1.018 3.481
H 0.149 2.485 4.189
H -1.569 2.529 4.683
H -1.128 2.703 2.945
H 0.378 0.337 5.428
H -1.330 0.344 5.831
H -0.612 -1.063 5.049
H -3.042 -1.525 4.287
H -3.416 -1.569 2.561
H -1.774 -1.912 3.128
H -3.466 2.077 3.260
H -4.402 0.637 2.819
H -3.953 0.902 4.515
```

***

[5]
The following is a DFT calculation (the ωB97M-V functional and the def2-TZVPD basis) of C26H40BLaN10 as an isolated structure at a distorted geometry.

Properties
Molecular weight, u: 642.4
Net charge: +2
Orbital gap, eV: 8.26
HOMO, eV: -13.7
Maximum force, eV/A: 3.489

Structure (XYZ):
```
78
C26H40BLaN10 the ωB97M-V functional and the def2-TZVPD basis
La 0.163 -0.233 0.346
C 1.855 -2.036 2.711
C 0.707 -1.763 3.668
N -0.509 -1.347 2.877
C -1.257 -0.280 3.513
C -0.638 1.048 3.310
C -1.031 2.107 4.182
C -0.394 3.336 4.060
C 0.540 3.528 3.056
C 0.793 2.497 2.152
C 1.745 2.738 1.018
N 2.317 1.444 0.385
C 3.577 0.968 1.073
C 3.508 -0.511 1.436
N 2.180 -0.806 1.969
N 0.198 1.331 2.299
H 1.536 -2.819 1.973
H 2.747 -2.450 3.224
H 0.870 -0.970 4.399
H 0.410 -2.639 4.241
H -1.086 -2.214 2.796
H -1.195 -0.438 4.669
H -2.321 -0.367 3.196
H -1.645 1.888 5.059
H -0.780 4.196 4.644
H 1.023 4.488 2.881
H 2.571 3.281 1.445
H 1.261 3.429 0.278
H 2.697 1.746 -0.548
H 3.784 1.580 1.973
H 4.479 1.057 0.411
H 4.356 -0.756 2.124
H 3.611 -1.168 0.576
H 1.897 -0.005 2.611
C -2.516 3.310 -0.358
C -1.566 2.593 -1.250
C -0.904 2.998 -2.444
C -0.243 1.896 -2.978
C 0.749 1.848 -4.102
N -0.522 0.854 -2.062
N -1.226 1.326 -1.005
B -0.726 -0.757 -2.427
N 0.499 -1.519 -1.863
N 1.706 -0.735 -2.020
C 2.700 -1.571 -2.256
C 4.011 -1.028 -2.812
C 2.231 -2.892 -2.017
C 0.878 -2.798 -1.736
C 0.026 -3.926 -1.247
N -2.036 -1.440 -1.822
N -2.181 -1.581 -0.363
C -3.509 -1.448 -0.168
C -4.172 -1.802 1.161
C -4.159 -1.192 -1.366
C -3.222 -1.218 -2.376
C -3.410 -1.118 -3.884
H -3.527 2.812 -0.383
H -2.126 3.470 0.672
H -2.610 4.293 -0.900
H -0.940 4.009 -2.845
H 0.341 2.387 -4.947
H 1.589 2.398 -3.776
H 1.028 0.836 -4.339
H -0.737 -0.766 -3.676
H 3.733 -0.172 -3.452
H 4.764 -0.783 -2.048
H 4.420 -1.822 -3.491
H 2.889 -3.796 -2.204
H -1.051 -3.594 -1.139
H 0.022 -4.700 -2.030
H 0.400 -4.277 -0.270
H -4.732 -0.919 1.578
H -4.871 -2.598 0.978
H -3.392 -2.169 1.829
H -5.221 -0.977 -1.531
H -2.511 -1.639 -4.264
H -4.342 -1.588 -4.203
H -3.499 -0.062 -4.169
```

***

[6]
The following is a DFT calculation (the ωB97M-V functional and the def2-TZVPD basis) of C26H40BN9O7PSY as an isolated structure at a distorted geometry.

Properties
Molecular weight, u: 753.4
Net charge: 0
Orbital gap, eV: 7.66
HOMO, eV: -8.2
Maximum force, eV/A: 1.801

Structure (XYZ):
```
86
C26H40BN9O7PSY the ωB97M-V functional and the def2-TZVPD basis
Y 0.900 0.931 0.628
O 2.609 4.940 2.584
C 1.969 3.808 2.290
O 2.458 2.931 1.628
C 0.625 3.717 2.938
C 0.244 4.583 3.957
C -0.979 4.373 4.566
C -1.761 3.308 4.151
C -1.296 2.507 3.113
N -0.135 2.722 2.513
C -1.986 1.269 2.629
O -3.239 1.036 3.035
O -1.432 0.474 1.922
H 3.460 4.942 2.126
H 0.898 5.387 4.260
H -1.313 5.019 5.366
H -2.698 3.110 4.656
H -3.608 1.787 3.510
B 0.400 4.496 -0.545
N -0.822 3.595 -0.809
C -1.894 3.927 -1.542
C -2.751 2.843 -1.586
C -2.087 1.860 -0.852
N -0.927 2.321 -0.379
N 1.661 3.771 -1.083
C 2.666 4.343 -1.758
C 3.562 3.358 -2.130
C 2.999 2.181 -1.638
N 1.859 2.439 -0.994
H 0.261 5.522 -1.153
H 0.506 4.705 0.643
H -1.980 4.912 -1.970
H -3.696 2.775 -2.096
H -2.393 0.846 -0.653
H 2.669 5.404 -1.944
H 4.476 3.465 -2.689
H 3.362 1.171 -1.722
O -0.281 -0.515 -0.616
P -0.469 -2.005 -0.710
N -1.318 -2.866 0.424
C -0.930 -3.907 1.381
C -2.146 -4.044 2.306
C -2.832 -2.681 2.215
C -2.645 -2.321 0.749
N 0.861 -2.885 -1.179
C 1.727 -2.180 -2.160
C 3.116 -2.787 -1.962
C 2.828 -4.142 -1.314
C 1.671 -3.814 -0.380
N -1.558 -2.155 -1.975
C -1.926 -3.489 -2.449
C -2.693 -3.218 -3.742
C -2.003 -1.963 -4.282
C -1.785 -1.145 -3.013
H -0.041 -3.618 1.936
H -0.733 -4.850 0.867
H -1.856 -4.311 3.321
H -2.819 -4.815 1.924
H -2.319 -1.948 2.839
H -3.882 -2.716 2.503
H -2.680 -1.248 0.572
H -3.420 -2.800 0.133
H 1.744 -1.107 -1.980
H 1.354 -2.366 -3.174
H 3.685 -2.160 -1.275
H 3.662 -2.870 -2.901
H 3.682 -4.550 -0.773
H 2.515 -4.867 -2.069
H 2.048 -3.339 0.528
H 1.090 -4.695 -0.112
H -2.530 -4.015 -1.705
H -1.030 -4.092 -2.646
H -3.739 -2.996 -3.518
H -2.658 -4.063 -4.429
H -2.598 -1.430 -5.024
H -1.043 -2.230 -4.731
H -2.688 -0.564 -2.787
H -0.951 -0.446 -3.081
C 3.870 -0.092 0.840
O 2.650 -0.066 0.190
H 4.675 -0.425 0.164
H 3.883 -0.791 1.698
H 4.162 0.892 1.236
O 0.945 -1.612 1.569
S 1.464 -0.967 2.803
N 1.354 0.499 2.821
```

***

Energy above the lowest of the compared OMol25 structures with the same formula, charge and spin for the records above, in order: 52.6, 0.0, 192.7, 13.0, 49.8, 21.4 kcal per mole